73
Properties=species:S:1:pos:R:3:lowdin_charge:R:1 method="wB97M-V/def2-TZVPD" charge=-1 total_energy_ha=-1571.7734 largest_force_ev_per_a=4.23 homo_ev="-0.55 / -1.91" homo_lumo_gap_ev="2.82 / 4.16" multiplicity=3
C -0.14181 -0.13975 -4.49238 -0.23
C -0.72308 -1.19422 -3.49299 -0.05
C -0.34200 1.27304 -3.88116 -0.05
C -1.47353 1.11180 -2.86825 -0.17
H -0.58783 1.98082 -4.68000 0.13
H 0.57807 1.57033 -3.35330 0.13
C -1.32207 -0.35735 -2.38395 -0.21
H 0.07850 -1.85161 -3.13442 0.13
H -1.51690 -1.77875 -3.97295 0.13
C -0.32885 -0.10007 -1.26118 -0.16
H -2.26539 -0.75631 -1.99280 0.15
H -2.43692 1.29416 -3.36595 0.15
C -1.36398 1.93167 -1.53859 -0.53
C 1.32247 -0.31581 -4.82094 -0.46
C -0.74778 -0.24064 -5.89480 -0.43
O -1.39943 0.67490 -6.35702 0.12
O 2.10158 -1.02660 -4.20976 0.12
O 1.66350 0.38601 -5.91538 -0.02
O -0.51857 -1.34411 -6.64151 -0.01
C 0.04586 -2.60435 -6.18118 -0.02
H -0.12505 -2.81448 -5.11787 0.08
H 1.11822 -2.63202 -6.40663 0.10
H -0.46675 -3.35461 -6.78556 0.10
C 3.03896 0.24750 -6.26930 -0.03
H 3.67964 0.67660 -5.49107 0.10
H 3.14308 0.79250 -7.20367 0.09
H 3.29358 -0.80957 -6.40161 0.10
O -0.79117 1.07096 -0.58489 -0.09
H 0.69241 0.08984 -1.63834 0.13
H -0.18966 -0.92910 -0.56819 0.08
C -2.79222 2.24710 -1.09533 -0.02
C -0.53029 3.21879 -1.61650 0.00
H -0.44397 3.54012 -2.65951 0.08
H 0.46397 3.07194 -1.18195 0.09
H -1.04905 4.00104 -1.05160 0.08
H -2.80435 2.61106 -0.06185 0.09
H -3.42284 1.35451 -1.17655 0.08
H -3.22249 3.02627 -1.74190 0.09
Mo 0.31118 -0.38284 2.81562 1.30
C -1.85207 -1.30148 3.38018 -0.23
C -2.15499 -1.11525 1.99225 -0.17
C -1.25846 -1.90382 1.23199 -0.24
H -2.98958 -0.53623 1.59475 0.08
C -0.32352 -2.54040 2.11831 -0.24
C -0.73703 -2.24411 3.47722 -0.27
H -0.39335 -2.74763 4.37524 0.07
H -2.45420 -0.95383 4.20920 0.07
H -1.37693 -2.11677 0.17731 0.06
H 0.43886 -3.26823 1.84151 0.09
C 2.08531 1.23217 2.46471 -0.20
C 2.47625 0.20291 3.40100 -0.22
C 2.45254 -1.06660 2.70275 -0.24
H 2.83698 0.37386 4.41025 0.08
C 2.02375 -0.80983 1.34808 -0.27
C 1.79917 0.60681 1.20549 -0.22
H 1.61082 1.12708 0.27593 0.07
H 2.10398 2.29720 2.65809 0.08
H 2.75112 -2.02705 3.11851 0.09
H 1.95749 -1.53576 0.54478 0.08
C 0.36190 1.76020 6.32365 -0.05
C 0.03159 0.33360 5.90304 -0.71
C 1.08265 -0.64940 6.39551 -0.05
C -1.31552 -0.08375 6.46641 -0.06
O -0.07846 0.34769 4.49057 -0.43
H 0.41442 1.82513 7.41467 0.07
H -0.42152 2.42911 5.95250 0.08
H 1.30796 2.07780 5.88087 0.07
H 1.06267 -0.69836 7.49122 0.08
H 0.89333 -1.64838 5.98981 0.07
H 2.07826 -0.33654 6.07894 0.05
H -2.09832 0.51691 5.99848 0.08
H -1.51425 -1.12919 6.21252 0.07
H -1.32584 0.04338 7.54950 0.07

***

86
Properties=species:S:1:pos:R:3:lowdin_charge:R:1 method="wB97M-V/def2-TZVPD" total_energy_ha=-3784.0633 largest_force_ev_per_a=1.04 homo_ev=-8.88 homo_lumo_gap_ev=9.10
C 1.42231 -4.33810 1.85683 -0.10
C 0.72600 -3.07531 2.39703 -0.31
C -0.16288 -2.35431 1.37991 -0.69
Cl -1.36699 -3.62386 0.95453 0.87
O 0.60248 -2.20097 0.16611 -0.24
S 1.88857 -1.26359 0.21200 0.71
O 2.97777 -1.99027 0.80004 -0.25
O 2.06015 -0.75063 -1.10864 -0.23
C 1.48397 0.12450 1.38998 -0.42
O 1.99456 -0.19642 2.64076 -0.04
C 2.22004 1.37579 0.82104 -0.13
C 3.67221 1.57312 1.23228 -0.17
C 4.68800 0.57070 0.68556 -0.20
C 6.10187 1.14245 0.60308 -0.20
N 6.98726 0.37443 -0.27791 0.00
C 6.95682 -1.00968 -0.11304 -0.56
N 7.33088 -1.52657 0.97844 0.14
N 6.46176 -1.71194 -1.26798 0.09
C -0.05739 0.33045 1.48241 -0.22
C -0.45958 1.43441 2.49647 -0.07
C 0.32837 1.80245 3.73644 -0.46
O -0.09422 1.78364 4.84936 0.12
F 1.54069 2.36076 3.47454 0.10
C -0.46158 0.83322 0.05760 -0.23
C -0.47309 2.17433 -0.30144 -0.02
C -0.81828 2.53752 -1.58939 -0.03
C -1.14007 1.56376 -2.50642 -0.03
C -1.07725 0.26135 -2.07016 -0.10
N -0.75645 -0.09031 -0.83759 0.12
C -0.86872 -1.03414 1.85896 -0.34
C -2.36980 -0.78771 1.44347 -0.20
C -3.07904 -1.31896 0.17889 -0.21
C -4.31767 -2.13970 0.50957 -0.20
O -5.15699 -2.28405 -0.63399 0.00
C -4.71760 -2.98680 -1.70234 -0.54
C -3.82358 -4.17035 -1.46101 0.00
O -5.08261 -2.67003 -2.79848 0.12
P -1.30370 -1.07251 3.77026 0.69
O -1.91352 -2.59250 3.83722 -0.36
Cl 0.35492 -1.27575 4.96460 0.38
H 1.31318 -4.47792 0.78662 0.07
H 1.03148 -5.22455 2.35261 0.07
H 2.48348 -4.29533 2.08733 0.07
H 1.48086 -2.41649 2.79897 0.06
H 0.11648 -3.38250 3.23642 0.06
H 2.81056 -0.70831 2.54608 0.11
H 2.11802 1.44047 -0.25664 0.12
H 1.67099 2.21853 1.23158 0.10
H 3.77422 1.66378 2.31332 0.12
H 3.95020 2.55735 0.84226 0.12
H 4.74024 -0.28239 1.36313 0.10
H 4.38900 0.17354 -0.28434 0.11
H 6.54930 1.13526 1.59708 0.12
H 6.10066 2.17624 0.26012 0.11
H 6.85531 0.61452 -1.24826 0.11
H 7.23039 -2.53653 0.94925 0.04
H 6.04799 -2.58535 -0.96265 0.07
H 7.24067 -1.96953 -1.86731 0.08
H -1.46008 1.25770 2.87976 0.09
H -0.56234 2.39576 1.99783 0.11
H -0.18771 2.96666 0.37132 0.11
H -0.82785 3.58073 -1.87289 0.11
H -1.42914 1.81011 -3.51660 0.10
H -1.30481 -0.53882 -2.76334 0.12
H -2.51191 0.28976 1.42027 0.11
H -3.01798 -1.10804 2.26559 0.06
H -3.45900 -0.47298 -0.39602 0.13
H -2.44647 -1.86619 -0.50524 0.06
H -4.08636 -3.08836 0.99421 0.10
H -4.92761 -1.57173 1.21359 0.13
H -3.99448 -4.86819 -2.27437 0.09
H -3.99380 -4.65871 -0.50595 0.08
H -2.77970 -3.86289 -1.51312 0.07
H -2.74175 -2.53613 4.32651 0.06
O -1.58693 4.56718 -4.34284 0.11
C -2.77812 4.47564 -4.40975 -0.50
O -3.39706 3.42720 -4.99199 0.02
C -4.82215 3.63457 -5.01403 -0.15
C -5.09448 4.64163 -3.90133 -0.15
C -3.80837 5.47065 -3.90736 -0.07
H -5.09516 4.01908 -5.99848 0.13
H -5.31149 2.67645 -4.86207 0.13
H -6.00253 5.21826 -4.06143 0.11
H -5.18984 4.11898 -2.94887 0.12
H -3.85262 6.30140 -4.61288 0.13
H -3.53089 5.84108 -2.92506 0.12

***

80
Properties=species:S:1:pos:R:3:lowdin_charge:R:1 method="wB97M-V/def2-TZVPD" charge=+2 relative_energy_kj_mol=17.6 total_energy_ha=-2215.2243 largest_force_ev_per_a=0.37 homo_ev=-12.87 homo_lumo_gap_ev=7.75
Na -0.29168 0.00675 0.02607 0.20
C -2.58345 1.29988 -2.44741 -0.19
C -1.18487 1.81897 -2.82463 -0.18
N -0.32268 1.98375 -1.65438 -0.09
C -0.45406 3.24411 -0.92398 -0.26
C -1.72045 3.39341 -0.07354 -0.43
S -2.10885 2.01878 1.06094 0.91
C -3.68622 1.38737 0.40530 -0.42
C -3.58231 0.15119 -0.49512 -0.26
N -2.47725 0.24781 -1.44420 -0.09
H -3.09974 0.96951 -3.35324 0.13
H -3.17862 2.11706 -2.04356 0.10
H -1.28500 2.75198 -3.39262 0.12
H -0.70726 1.08754 -3.48203 0.11
H 0.64367 1.88475 -1.93700 0.09
H -0.42465 4.11012 -1.59907 0.12
H 0.41280 3.31638 -0.26449 0.09
H -2.59962 3.57198 -0.69016 0.07
H -1.59622 4.27829 0.54943 0.08
H -4.17517 2.22061 -0.09839 0.07
H -4.30014 1.14678 1.27283 0.08
H -4.55960 -0.00004 -0.97098 0.13
H -3.39590 -0.72374 0.13160 0.10
H -2.33332 -0.64886 -1.88949 0.09
C -2.89469 -0.71750 5.09363 -0.05
C -3.43343 -1.80082 4.40210 -0.05
C -2.88598 -2.20240 3.19859 -0.01
C -1.79091 -1.51071 2.68439 -0.25
C -1.25279 -0.42925 3.37243 -0.06
C -1.80491 -0.03147 4.58001 -0.06
N -1.16239 -1.82366 1.44202 0.07
N -1.55819 -2.86275 0.90792 0.10
C -0.99797 -3.17271 -0.37037 -0.30
C -1.05845 -4.51002 -0.73587 0.01
C -0.62628 -4.87430 -1.99767 -0.03
C -0.18151 -3.88502 -2.86215 -0.05
C -0.16365 -2.57780 -2.40634 -0.15
N -0.54337 -2.21589 -1.17946 0.11
H -3.33358 -0.40648 6.03295 0.11
H -4.28570 -2.33001 4.80717 0.11
H -3.29581 -3.03818 2.64812 0.11
H -0.40828 0.09918 2.94350 0.08
H -1.39641 0.81788 5.11205 0.11
H -1.45796 -5.22974 -0.03344 0.12
H -0.66500 -5.90817 -2.31501 0.12
H 0.12293 -4.11826 -3.87366 0.11
H 0.16011 -1.77054 -3.05759 0.11
N 2.67508 1.38240 3.67387 0.12
C 2.47020 2.71114 3.38993 -0.06
C 1.95313 2.73357 2.13045 -0.12
N 1.83792 1.45235 1.63773 0.10
C 2.27906 0.66426 2.59085 -0.30
C 2.31532 -0.78943 2.47130 -0.29
N 2.05200 -1.42411 1.35489 0.11
C 2.13637 -2.76459 1.65943 -0.14
C 2.45567 -2.93267 2.97204 -0.06
N 2.56931 -1.66199 3.48136 0.12
H 3.05046 1.03363 4.53959 0.16
H 2.70265 3.49456 4.09132 0.12
H 1.65280 3.59505 1.55588 0.10
H 1.94170 -3.52696 0.91989 0.10
H 2.60126 -3.81112 3.57715 0.12
H 2.76630 -1.44793 4.44430 0.16
N 5.30784 -0.50608 -2.30095 0.06
C 4.93165 0.28184 -1.07749 -0.08
C 3.44618 0.68035 -1.19894 -0.18
N 2.67804 -0.23649 -2.04764 -0.04
C 3.12884 -1.61210 -1.86451 -0.18
C 4.57788 -1.82834 -2.34506 -0.07
H 6.31544 -0.65394 -2.34997 0.19
H 5.05489 0.03800 -3.12583 0.18
H 5.59466 1.13925 -0.99863 0.14
H 5.10208 -0.37685 -0.22809 0.14
H 3.35104 1.69309 -1.59062 0.13
H 3.01788 0.67441 -0.19682 0.07
H 2.66910 0.04135 -3.02200 0.11
H 2.47413 -2.30490 -2.38697 0.10
H 3.04940 -1.83008 -0.79913 0.09
H 4.63170 -2.18877 -3.37035 0.13
H 5.12352 -2.51508 -1.70118 0.14